[1]
{
  "formula": "C11H22CrNO4",
  "method": "ωB97M-V with the def2-TZVPD basis set",
  "species": ["Cr", "C", "O", "C", "C", "O", "C", "C", "O", "C", "H", "H", "H", "H", "H", "H", "H", "H", "H", "H", "H", "H", "H", "H", "C", "C", "C", "O", "C", "H", "H", "H", "H", "H", "H", "H", "H", "N", "C"],
  "xyz": [[8.092972, 8.758736, 5.743513], [5.394135, 8.012257, 6.422075], [6.092729, 8.799920, 5.425277], [5.519701, 10.095277, 5.065628], [6.489485, 11.144326, 5.658746], [7.819579, 10.663949, 5.218664], [8.867273, 11.375571, 5.801035], [10.119954, 10.765471, 5.390052], [10.074396, 9.309272, 5.663188], [11.037873, 8.826434, 6.681699], [5.298924, 8.579017, 7.370830], [6.019651, 7.164678, 6.674407], [4.382667, 7.733667, 6.048408], [4.530046, 10.153198, 5.519228], [5.465417, 10.106146, 3.967282], [6.370108, 11.264684, 6.748784], [6.378027, 12.141273, 5.293779], [8.704376, 11.504715, 6.847763], [8.693130, 12.501352, 5.576135], [10.927088, 11.234504, 5.970071], [10.381190, 10.806177, 4.360499], [10.771459, 7.862964, 6.992452], [10.984880, 9.495134, 7.565645], [12.003040, 8.872071, 6.200270], [7.873859, 4.580865, 4.798602], [8.232485, 4.495986, 6.233580], [8.155658, 5.929337, 6.778533], [8.224099, 6.845147, 5.600076], [8.042691, 5.992299, 4.349660], [6.743861, 4.387640, 4.766532], [8.255665, 3.810313, 4.143906], [9.186845, 3.942674, 6.256511], [7.529978, 3.848249, 6.761049], [9.034318, 6.025354, 7.467773], [7.201157, 6.041716, 7.246475], [8.927398, 6.149150, 3.739973], [7.183662, 6.400911, 3.882746], [7.564845, 9.699632, 8.675188], [7.785881, 9.274134, 7.631876]],
  "atomic_forces_ev_per_a": [[-0.2, 1.0, -0.5], [-1.4, 0.4, 0.8], [0.7, -0.6, 0.0], [0.5, 0.4, 0.4], [-0.8, -0.7, -0.4], [-1.8, -1.0, 0.6], [-0.8, 4.3, 0.0], [2.0, -0.4, 0.8], [-1.1, -0.2, 0.8], [0.0, 2.3, 0.0], [-0.1, -0.1, -0.7], [-0.3, -0.1, -0.5], [0.9, 0.0, 0.1], [0.0, 0.2, -0.2], [0.0, 0.2, 0.4], [0.6, -0.7, -0.3], [-0.2, 0.6, -0.8], [0.2, -1.0, 1.2], [1.0, -1.6, -0.7], [0.0, -0.3, -0.2], [-0.1, 0.4, -0.9], [-0.4, -1.5, 0.1], [0.1, -0.3, -0.6], [0.3, -0.2, 0.1], [-4.2, -0.4, -0.7], [0.9, -0.9, 0.4], [1.8, -1.5, 0.2], [0.3, -1.8, 0.8], [1.3, 0.7, -0.1], [1.3, 0.2, -0.2], [0.6, 0.2, -0.1], [0.1, 0.9, 0.8], [0.0, 0.2, 0.1], [-1.0, 0.8, -0.6], [-0.2, 0.4, 0.5], [0.1, 0.2, 0.0], [-0.8, 0.3, -0.6], [-0.1, 0.2, 0.6], [0.5, -0.7, -0.8]],
  "multiplicity": 4,
  "total_charge": 2,
  "homo_lumo_gap_ev": [8.78, 9.81],
  "e_lumo_ev": [-8.86, -7.83],
  "e_homo_ev": [-17.64, -17.64]
}

***

[2]
{
  "formula": "C2H5O4S2",
  "method": "ωB97M-V with the def2-TZVPD basis set",
  "species": ["C", "C", "S", "O", "O", "O", "S", "O", "H", "H", "H", "H", "H"],
  "xyz": [[0.367385, 0.727378, -1.430530], [-0.505853, -0.262074, -0.769558], [-1.661903, 0.291038, 0.493102], [-2.296943, 1.417580, -0.039222], [-2.534008, -0.815585, 0.793550], [-0.715490, 0.611923, 1.616086], [1.087363, -0.396928, 1.749041], [2.588740, -1.329479, 1.979340], [-0.223674, 1.264620, -2.107008], [0.741991, 1.396081, -0.626618], [1.247430, 0.382569, -2.032946], [-0.647495, -1.228078, -1.089251], [2.552456, -2.059044, 1.464014]],
  "atomic_forces_ev_per_a": [[1.5, -0.3, 1.1], [-0.4, 1.4, 1.1], [2.9, -3.0, 0.4], [-1.5, 3.2, -1.1], [-0.1, -0.5, 0.2], [-1.2, 0.8, 0.0], [1.6, -1.3, 0.2], [-0.3, 4.3, 2.6], [-0.9, 1.4, -1.1], [-0.1, 0.0, -0.7], [-0.7, -0.3, 0.8], [-0.2, -2.1, -0.7], [-0.4, -3.6, -2.6]],
  "total_charge": -1,
  "homo_lumo_gap_ev": [8.31, 6.71],
  "e_lumo_ev": [3.49, 2.75],
  "smiles": "CC=[S@@](=O)([O-])OSO",
  "e_homo_ev": [-4.82, -3.95]
}

***

[3]
{
  "formula": "C3H4BrN2",
  "method": "ωB97M-V with the def2-TZVPD basis set",
  "species": ["Br", "N", "C", "C", "N", "C", "H", "H", "H", "H"],
  "xyz": [[2.750775, -0.875958, 0.099714], [0.996567, -0.301803, 0.041992], [0.560580, 1.000806, 0.151161], [-0.791438, 0.952908, 0.002447], [-1.139713, -0.364166, -0.091303], [-0.038947, -1.117709, -0.092400], [1.221719, 1.833829, 0.274750], [-1.469499, 1.783353, -0.004382], [-2.075433, -0.725710, -0.194868], [-0.014609, -2.185550, -0.187112]],
  "atomic_forces_ev_per_a": [[-0.2, 0.1, 0.0], [0.3, -0.2, 0.2], [-0.5, -0.2, -0.5], [0.7, 0.5, 0.5], [0.2, -0.2, -0.3], [-0.4, 0.2, 0.0], [0.2, 0.1, 0.0], [-0.3, -0.1, 0.0], [-0.1, 0.0, 0.0], [0.1, -0.2, 0.0]],
  "total_charge": 1,
  "homo_lumo_gap_ev": 10.31,
  "e_lumo_ev": -4.59,
  "smiles": "Brn1cc[nH+]c1",
  "e_homo_ev": -14.90
}

***

no.,DFT total energy (eV)
1,-49846.6361
2,-32013.4842
3,-76190.9352